Here is a single C3H2N2OS2 molecule from the OMol25 dataset. Energies are from ωB97M-V with the def2-TZVPD basis set.

Properties
electronic energy: -29840.0483 eV
max |F|: 1.96 eV Å⁻¹
SMILES: O=C1SN=C/C1=N/S
E_LUMO: -1.3915 eV
Kohn-Sham gap: 8.10 eV
spin multiplicity: 1

```
10
C3H2N2OS2, DFT ωB97M-V with the def2-TZVPD basis set
C 0.16 0.61 -0.01
C -0.93 1.58 0.00
C -0.40 -0.79 0.00
H 2.17 -1.20 0.04
H -0.76 2.62 0.00
N 1.39 0.98 0.00
N -2.13 1.10 0.01
O 0.21 -1.83 0.00
S 2.73 0.00 0.00
S -2.16 -0.61 0.00
```